1.
Formula: C48H48INO3P
Source: the OMol25 dataset
Level of theory: ωB97M-V/def2-TZVPD

Element x y z (Å)
O -0.1865 -4.6150 2.5696
C 0.2742 -4.1165 3.5555
O -0.2560 -4.2141 4.8093
P -0.3347 -5.8400 5.3512
O -1.9563 -6.0912 5.3866
I 0.3743 -6.0309 7.6833
C 1.5268 -3.2399 3.5034
C 1.3959 -1.8721 3.7509
C 2.5364 -1.1213 3.7295
N 3.7275 -1.6783 3.4805
C 3.8559 -2.9821 3.2305
C 2.7681 -3.8173 3.2356
H -2.3694 -5.2364 5.1743
H 0.4446 -1.3915 3.9599
H 2.4989 -0.0480 3.9090
H 4.5510 -1.0841 3.4765
H 4.8350 -3.4087 3.0252
H 2.8682 -4.8804 3.0360
C -6.0408 -6.6125 3.6187
C -7.2309 -6.7260 4.3245
C -7.2405 -7.3197 5.5791
C -6.0580 -7.7922 6.1330
C -4.8669 -7.6759 5.4299
C -4.8585 -7.0893 4.1698
H -6.0345 -6.1523 2.6383
H -8.1522 -6.3522 3.8956
H -8.1700 -7.4140 6.1262
H -6.0655 -8.2512 7.1136
H -3.9449 -8.0427 5.8628
H -3.9302 -7.0034 3.6180
C 3.1410 2.4159 2.3442
C 2.4564 1.6799 1.3852
C 1.4548 2.2777 0.6327
C 1.1437 3.6151 0.8321
C 1.8309 4.3531 1.7889
C 2.8262 3.7528 2.5476
H 3.9230 1.9492 2.9352
H 2.7036 0.6355 1.2223
H 0.9173 1.7014 -0.1101
H 0.3665 4.0836 0.2421
H 1.5889 5.3972 1.9424
H 3.3578 4.3271 3.2965
C 3.6664 7.1275 4.6409
C 4.3823 8.3114 4.5298
C 5.2029 8.7260 5.5696
C 5.3148 7.9517 6.7168
C 4.6015 6.7660 6.8263
C 3.7739 6.3555 5.7900
H 3.0229 6.8061 3.8303
H 4.3001 8.9120 3.6326
H 5.7564 9.6525 5.4860
H 5.9583 8.2732 7.5258
H 4.6900 6.1619 7.7207
H 3.2125 5.4327 5.8779
C 0.6925 -2.4220 -2.3545
C 1.2141 -2.4339 -1.0689
C 0.7526 -3.3570 -0.1391
C -0.2256 -4.2755 -0.4980
C -0.7438 -4.2654 -1.7860
C -0.2882 -3.3363 -2.7126
H 1.0500 -1.7003 -3.0781
H 1.9823 -1.7210 -0.7909
H 1.1551 -3.3604 0.8640
H -0.5827 -4.9967 0.2232
H -1.5050 -4.9820 -2.0678
H -0.6968 -3.3251 -3.7155
C -1.0586 -4.5787 -8.8318
C -1.0066 -5.1425 -7.5643
C -1.6913 -4.5488 -6.5125
C -2.4356 -3.3972 -6.7295
C -2.4900 -2.8355 -7.9973
C -1.7984 -3.4231 -9.0480
H -0.5223 -5.0392 -9.6518
H -0.4313 -6.0444 -7.3959
H -1.6459 -4.9852 -5.5217
H -2.9739 -2.9367 -5.9095
H -3.0719 -1.9376 -8.1662
H -1.8366 -2.9816 -10.0359
C -1.6997 0.9473 -7.9937
C -2.1796 2.1745 -8.4307
C -2.5455 3.1461 -7.5090
C -2.4226 2.8940 -6.1495
C -1.9391 1.6681 -5.7121
C -1.5814 0.6928 -6.6334
H -1.4175 0.1883 -8.7130
H -2.2694 2.3737 -9.4912
H -2.9258 4.1006 -7.8504
H -2.7039 3.6536 -5.4306
H -1.8419 1.4721 -4.6510
H -1.2096 -0.2659 -6.2920
C 1.7770 6.6012 -1.1806
C 1.0929 5.8645 -2.1391
C 0.0916 6.4632 -2.8915
C -0.2198 7.8016 -2.6920
C 0.4662 8.5389 -1.7366
C 1.4618 7.9381 -0.9779
H 2.5564 6.1332 -0.5915
H 1.3406 4.8218 -2.2994
H -0.4458 5.8871 -3.6345
H -0.9973 8.2699 -3.2819
H 0.2242 9.5830 -1.5827
H 1.9932 8.5126 -0.2293

Forces on the atoms, in the same order (eV/Å):
0.389 0.126 0.943
-0.177 0.179 -0.565
0.312 0.088 0.160
-0.392 -1.704 -0.818
1.262 1.206 0.041
-0.232 0.588 0.011
-0.952 -0.380 0.446
0.119 -0.461 -0.069
-0.273 1.093 0.160
0.058 0.128 -0.033
0.632 -1.144 -0.252
-0.591 0.363 0.061
-0.559 -0.314 0.155
0.147 -0.200 -0.039
0.239 -0.215 -0.087
-0.056 -0.088 -0.019
-0.013 0.520 0.092
0.044 0.229 0.018
0.025 0.018 0.002
-0.018 0.003 -0.006
0.015 0.012 0.006
-0.010 0.007 -0.008
0.012 0.009 -0.022
-0.032 0.030 0.048
-0.010 -0.018 0.006
0.011 -0.018 0.001
0.012 0.008 -0.006
0.000 -0.004 -0.017
-0.011 0.001 -0.015
-0.008 -0.038 -0.003
-0.083 -0.094 -0.001
0.021 -0.047 0.111
-0.049 -0.043 -0.044
0.001 0.011 0.039
-0.002 -0.061 -0.007
0.030 0.056 0.086
0.058 0.074 -0.025
0.002 0.015 -0.083
0.018 0.009 -0.003
0.026 0.018 0.007
-0.012 -0.016 -0.017
0.016 -0.001 -0.027
0.007 -0.039 0.005
-0.005 0.014 -0.027
0.007 -0.019 0.007
-0.003 0.004 -0.013
0.005 -0.020 0.015
0.020 -0.011 -0.036
-0.009 0.032 0.009
-0.007 0.000 0.019
-0.003 -0.015 -0.003
-0.014 -0.002 -0.007
-0.010 0.020 -0.004
-0.009 0.018 0.014
0.010 0.049 -0.045
0.017 0.008 0.086
-0.035 0.051 -0.222
-0.002 -0.023 -0.014
0.035 0.052 -0.012
-0.027 -0.026 0.000
-0.003 -0.016 0.004
-0.006 0.006 -0.031
0.006 -0.034 -0.014
0.001 0.012 -0.016
0.009 0.011 0.011
0.024 0.002 0.003
-0.002 0.019 0.005
0.026 0.000 0.000
0.006 0.013 0.015
0.024 0.003 0.053
-0.014 0.062 -0.038
0.013 -0.023 0.024
-0.010 0.002 0.011
-0.006 0.014 -0.005
-0.017 -0.031 -0.024
-0.011 0.000 -0.022
0.007 -0.011 0.010
-0.013 -0.015 0.007
-0.001 -0.008 0.016
-0.012 -0.006 -0.005
0.012 0.007 0.005
0.008 0.002 0.002
0.003 -0.005 0.002
0.009 0.000 0.004
0.008 0.004 0.019
-0.006 -0.004 0.015
0.012 -0.010 0.001
-0.010 -0.012 -0.009
-0.013 -0.002 -0.012
-0.004 0.000 -0.029
-0.008 0.003 0.009
-0.010 -0.017 0.028
-0.009 -0.003 0.001
0.002 -0.010 0.007
-0.015 0.009 0.010
-0.002 -0.015 0.004
0.006 0.002 -0.028
0.010 0.016 -0.008
0.023 0.011 -0.008
0.011 -0.003 0.008
0.002 -0.016 0.000
0.005 0.004 -0.024

Output
molecular weight = 844.8 g/mol
total energy = -75570.836 eV
LUMO = -4.8 eV
net charge = +1
gap between HOMO and LUMO = 5.7 eV


2.
Formula: C3H3NO
Source: the OMol25 dataset
Level of theory: ωB97M-V/def2-TZVPD

Element x y z (Å)
N -0.5796 0.0898 2.0440
C -1.1251 0.2197 1.0139
C 0.1764 0.4517 0.1289
C 0.1126 -0.6027 -0.9399
O 0.3151 -0.3472 -2.0951
H 0.1014 1.4630 -0.2526
H 1.1302 0.3512 0.6774
H -0.1310 -1.6253 -0.5765

Forces on the atoms, in the same order (eV/Å):
-1.429 -0.199 0.680
1.650 0.036 0.942
0.096 0.229 -0.676
0.141 0.113 -0.592
-0.054 -0.268 0.204
0.053 -0.048 -0.324
-0.529 -0.027 -0.072
0.072 0.164 -0.163

Output
molecular weight = 69.1 g/mol
energy relative to the best compared isomer or geometry (same formula, charge and spin) = 2.4314 eV
total energy = -6694.061 eV
LUMO = -0.4 eV
structure (SMILES) = N#CCC=O
net charge = 0
gap between HOMO and LUMO = 10.2 eV


3.
Formula: C3H16O4
Source: the OMol25 dataset
Level of theory: ωB97M-V/def2-TZVPD

Element x y z (Å)
C -1.1813 2.2599 1.6087
C -0.5536 0.8749 1.3230
C 1.0625 0.9598 1.3252
H -0.4686 2.6511 2.2928
H -2.0738 2.4234 2.0045
H -1.1129 2.8826 0.7743
H -0.8579 0.2948 0.4412
H -0.8967 0.2304 2.1125
H 1.2382 1.7581 2.0102
H 1.6792 0.0529 1.4415
H 1.3275 1.5800 0.3654
O -0.0028 5.0729 0.2273
H 0.3574 4.5841 -0.4278
H 0.6882 5.5524 0.6212
O 0.9973 1.0530 -6.5567
H 0.8972 0.1935 -6.8868
H 0.0246 1.2306 -6.6485
O -0.6674 -6.1896 -0.9890
H -0.1973 -5.9716 -0.1506
H -1.6155 -5.9527 -0.7430
O 0.4799 -5.2553 1.5775
H 0.4915 -5.9307 2.2722
H 0.3843 -4.3546 2.0048

Forces on the atoms, in the same order (eV/Å):
4.655 -1.583 -1.717
0.804 -0.995 0.094
-1.903 1.950 -2.389
0.428 0.861 0.862
-4.200 -0.393 1.712
0.141 1.041 -1.494
-0.216 0.751 -0.183
0.204 -0.467 0.722
0.796 -0.055 1.293
-0.561 0.515 -0.048
-0.198 -1.712 1.192
-3.133 1.557 2.474
1.818 -2.435 -3.295
1.368 0.960 0.775
-2.097 1.675 0.270
0.914 -2.518 -0.766
1.183 0.844 0.500
-1.609 0.654 1.349
-0.246 -0.074 -0.734
1.840 -0.514 -0.641
-0.140 1.245 0.672
-0.014 0.513 -0.059
0.167 -1.819 -0.589

Output
molecular weight = 116.2 g/mol
energy relative to the best compared isomer or geometry (same formula, charge and spin) = 2.0510 eV
total energy = -11558.892 eV
LUMO = 0.4 eV
structure (SMILES) = CCC.O.O.O.O
net charge = 0
gap between HOMO and LUMO = 11.2 eV